# C15H20ClN2O3P

A molecular structure, C15H20ClN2O3P (wB97M-V/def2-TZVPD, OMol25).

Each line ends with the Mulliken charge.
Geometry (Å):
O: 2.3319 0.2450 0.0324  -0.55
O: -0.6718 0.4195 -1.8138  -0.85
Cl: -0.0501 6.1944 -0.6447  -0.21
O: 0.1526 0.8291 0.4728  -0.22
C: 1.3462 1.0398 0.0157  0.48
C: 3.4094 4.0821 -1.0491  -0.53
C: 2.4614 5.1630 -0.9986  -0.27
C: 3.1062 2.7872 -0.6196  -0.59
C: 0.7129 3.5210 -0.4711  -0.38
C: 1.1443 4.9218 -0.6380  0.11
C: 1.6992 2.4876 -0.4377  0.53
N: -2.2559 -0.2996 0.4416  -0.02
N: -0.0165 -1.7389 -0.5539  0.11
C: -2.1607 -0.2442 1.8990  -0.25
C: -3.3234 -1.2742 0.0317  -0.47
C: 0.5899 -2.1064 -1.8353  -0.96
C: 0.6116 -2.3586 0.6421  -0.38
C: -3.4067 -0.8150 2.3507  -0.61
C: -3.9094 -1.7952 1.3319  -0.61
C: 1.9256 -2.7365 -1.4660  -0.53
C: 1.7060 -3.2965 0.0055  -0.78
P: -0.6633 -0.0872 -0.4420  0.51
H: 4.4866 4.2657 -1.1253  0.32
H: 2.6526 6.2902 -1.1294  0.26
H: 3.9490 2.1129 -0.4771  0.39
H: -0.3536 3.3442 -0.3388  0.46
H: -1.2852 -0.8808 2.1499  0.23
H: -2.0104 0.7983 2.2377  0.17
H: -4.1212 -0.7213 -0.4848  0.30
H: -2.9165 -2.0854 -0.5241  0.32
H: 0.0646 -2.8627 -2.3062  0.49
H: 0.6713 -1.3374 -2.4922  0.47
H: 1.2015 -1.5892 1.2364  0.25
H: -0.0914 -2.8214 1.3558  0.32
H: -3.1349 -1.3844 3.2669  0.27
H: -4.2326 -0.1066 2.4984  0.33
H: -3.4505 -2.7939 1.6605  0.23
H: -4.9862 -1.8738 1.3721  0.37
H: 2.7593 -2.0823 -1.5246  0.26
H: 2.2057 -3.5844 -2.1567  0.38
H: 1.2848 -4.3095 -0.1201  0.31
H: 2.5678 -3.3165 0.6478  0.36

Forces on atoms 1 to 6 (eV/Å):
O -4.36 1.82 0.21
O -0.50 0.61 -0.06
Cl 0.39 -0.39 0.16
O -0.73 0.67 3.21
C 8.44 1.28 -1.35
C -0.02 0.53 1.49

Summary:
HOMO-LUMO gap   8.518 eV
Relative energy (zero: lowest compared OMol25 entry of this formula, charge and spin)   2.9 kcal/mol
Spin multiplicity   1
Charge   0
Molecular weight   342.8 g/mol